The following is a quantum chemistry calculation of a molecular structure, C8H18CrF6O11S2 in a non-equilibrium geometry, from OMol25.

Values from the calculation:
HOMO (spin up / spin down): -8.8929 / -10.1176 eV
F_max: 0.045 Eh/bohr
relative energy (zero: lowest compared OMol25 entry of this formula, charge and spin): 45.1 kJ/mol
E_LUMO (spin up / spin down): 0.03 / 0.05 eV
orbital gap (spin up / spin down): 8.92 / 10.17 eV
total energy: -3583.372593 a.u.

Structure (ORCA input):
```
! wB97M-V def2-TZVPD RIJCOSX def2/J DEFGRID3
* xyz 0 5
Cr -0.037 -0.058 -0.540
C -4.120 1.707 -1.525
F -3.426 2.327 -2.505
F -4.038 2.445 -0.424
F -5.382 1.585 -1.922
S -3.332 0.043 -1.225
O -4.030 -0.565 -0.116
O -3.446 -0.666 -2.477
O -1.974 0.474 -0.851
C 3.408 -2.473 1.127
F 4.615 -2.609 1.690
F 3.245 -3.351 0.138
F 2.508 -2.718 2.109
S 3.168 -0.766 0.412
O 3.396 0.175 1.500
O 4.107 -0.691 -0.668
O 1.771 -0.843 0.003
C 0.037 -2.455 -2.331
C -1.087 -2.859 -1.385
O -0.770 -2.173 -0.140
O -0.037 -1.035 -2.517
H -0.130 -2.974 -3.277
H 0.992 -2.727 -1.882
H -1.024 -3.942 -1.261
H -2.082 -2.531 -1.681
H -1.130 -2.712 0.570
H 0.018 -0.830 -3.451
C 1.180 2.835 -1.440
C 0.812 3.117 0.009
O -0.112 2.053 0.377
O 1.492 1.462 -1.614
H 2.000 3.493 -1.739
H 0.358 3.074 -2.120
H 0.266 4.054 0.082
H 1.671 3.022 0.669
H -0.678 2.355 1.093
H 2.306 1.319 -2.105
C -0.011 1.260 3.722
C 0.217 -0.182 3.229
O -0.302 -0.334 1.904
H -1.080 1.439 3.612
H 0.647 1.893 3.134
H 0.243 1.342 4.779
H -0.260 -0.914 3.892
H 1.262 -0.492 3.199
H -1.235 -0.576 1.947
*
```